C32H57BIrN5OP2S4 | ωB97M-V with the def2-TZVPD basis set

The geometry in ORCA input format:
```
! wB97M-V def2-TZVPD RIJCOSX def2/J DEFGRID3
* xyz 0 1
Ir -0.4100 -0.9354 0.3837
C 2.7086 1.6982 -0.8200
C 2.9117 0.7694 -2.0245
C 4.4237 0.6887 -2.2630
C 2.2418 1.4171 -3.2402
P 1.9713 -0.8296 -1.6373
C 3.0537 -1.6079 -0.3649
N 2.7098 -0.9691 0.8873
B 1.3607 -0.6555 1.3027
N 1.5110 -0.0217 2.5787
C 0.3689 0.3514 3.3586
P -1.0451 0.4057 2.1226
C -2.5901 -0.2665 3.0758
C -3.6322 0.7843 3.4827
C -3.3505 -1.2228 2.1494
C -2.1850 -1.0113 4.3485
C -1.1969 2.2670 1.8853
C 0.0420 2.6547 1.0745
C -2.4439 2.6557 1.0672
C -1.1636 3.0978 3.1724
C 2.8587 0.1160 2.8874
C 3.4861 0.6961 3.9707
C 4.8841 0.7099 3.9928
C 5.6154 0.1413 2.9607
C 4.9807 -0.4615 1.8694
C 3.5991 -0.4666 1.8332
C 2.1305 -1.9789 -3.1308
C 3.3904 -1.8387 -3.9871
C 0.8986 -1.7355 -4.0194
C 2.1035 -3.4342 -2.6335
H 2.9289 2.7297 -1.1172
H 3.3687 1.4435 0.0108
H 1.6871 1.6504 -0.4525
H 4.8217 1.7090 -2.3003
H 4.6908 0.2040 -3.1969
H 4.9417 0.1830 -1.4461
H 2.6344 2.4298 -3.3780
H 1.1610 1.4920 -3.1020
H 2.4170 0.8641 -4.1628
H 4.1164 -1.5069 -0.5810
H 2.8210 -2.6723 -0.3184
H 0.5300 1.3179 3.8355
H 0.1416 -0.3664 4.1453
H -4.0670 1.2913 2.6267
H -3.2720 1.5241 4.1924
H -4.4459 0.2479 3.9787
H -3.6997 -0.6831 1.2679
H -4.2241 -1.6000 2.6910
H -2.7593 -2.0679 1.8109
H -1.7533 -0.3454 5.1000
H -1.4938 -1.8276 4.1472
H -3.0948 -1.4426 4.7771
H 0.0238 2.1776 0.0988
H 0.9751 2.3682 1.5665
H 0.0504 3.7410 0.9324
H -2.7133 1.8996 0.3338
H -2.2445 3.5902 0.5324
H -3.3066 2.8343 1.7027
H -0.1732 3.1145 3.6257
H -1.8744 2.7807 3.9280
H -1.4068 4.1310 2.9058
H 2.9137 1.1221 4.7860
H 5.3982 1.1608 4.8321
H 6.6974 0.1519 3.0032
H 5.5625 -0.9219 1.0799
H 3.4360 -0.8956 -4.5309
H 3.3897 -2.6416 -4.7332
H 4.3024 -1.9454 -3.3969
H 0.8711 -0.7153 -4.4099
H -0.0298 -1.9175 -3.4764
H 0.9292 -2.4192 -4.8747
H 1.3295 -3.6179 -1.8912
H 1.9018 -4.0873 -3.4889
H 3.0708 -3.7249 -2.2181
O -2.4864 -7.3697 1.4563
C -2.0507 -6.2752 1.2315
S -2.1688 -5.4631 -0.3507
C -1.3503 -4.0014 0.1346
C -0.9291 -3.9197 1.3926
S -0.0324 -2.5287 1.9962
S -1.2266 -5.2722 2.4525
S -1.0259 -2.7234 -1.0291
C -4.8997 1.2106 -1.5599
N -3.7149 0.3664 -1.6127
C -3.9959 -1.0558 -1.5120
C -2.4659 0.8992 -1.7288
N -1.3851 0.4139 -1.1861
N -2.4539 2.0813 -2.4638
C -3.0466 2.0585 -3.7977
C -1.3375 2.9971 -2.3711
H -5.5025 1.1222 -2.4691
H -4.6246 2.2514 -1.4174
H -5.5195 0.8898 -0.7194
H -3.0913 -1.6364 -1.6472
H -4.7163 -1.3222 -2.2911
H -4.4338 -1.3160 -0.5490
H -0.5766 0.8829 -1.5766
H -3.7620 1.2477 -3.8857
H -2.2706 1.9121 -4.5573
H -3.5561 3.0019 -4.0035
H -0.9858 3.0732 -1.3477
H -1.6748 3.9856 -2.6861
H -0.5027 2.7124 -3.0197
*
```

Computed properties:
Orbital gap ... 0.24707 Ha
E_LUMO ... 0.281 eV
E ... -4007.35540 Eh
M ... 921.09 g mol⁻¹

These are the Löwdin partial charges, in e, on atoms 1 to 2: 0.6406, -0.0915